Computed, not measured: a single C26H17F17N2 molecule in a non-equilibrium geometry, with ωB97M-V/def2-TZVPD.

Its total energy is -2808.2376 Ha. As for the structure (SMILES): FC(F)(F)C(F)(F)C(F)(F)C(F)(F)C(F)(F)C(F)(F)C(F)(F)C(F)(F)CCc1cccc2ncc(CCc3ccccc3)nc12. The calculation puts the HOMO energy at -9.1 eV. As for the orbital gap: 8.97 eV. The calculation puts the relative energy (zero: lowest compared OMol25 entry of this formula, charge and spin) at 15.2 kcal/mol.

The geometry in XYZ format:
```
62
Properties=species:S:1:pos:R:3:forces:R:3
F -3.133 1.581 6.371 -0.11 -0.38 0.09
C -2.068 0.913 5.940 0.81 0.47 -0.44
F -1.768 -0.105 6.731 -0.47 -0.05 0.14
F -1.026 1.760 5.976 -0.10 -0.12 0.02
C -2.221 0.442 4.442 0.28 0.83 0.86
F -1.260 -0.468 4.234 -0.22 -0.32 -0.15
F -1.946 1.515 3.684 -0.34 0.03 -0.29
C -3.628 -0.115 4.142 0.15 -0.95 0.01
F -4.565 0.826 4.179 0.15 0.40 -0.37
F -3.899 -0.968 5.162 0.02 -0.10 0.05
C -3.760 -1.007 2.840 0.04 -0.14 1.12
F -3.146 -2.167 3.114 0.38 0.08 -0.35
F -5.068 -1.280 2.733 -0.19 0.26 -0.37
C -3.224 -0.351 1.553 -0.47 0.47 -0.53
F -3.674 0.925 1.583 -0.21 0.06 -0.05
F -1.887 -0.284 1.524 0.14 -0.40 0.27
C -3.710 -0.938 0.193 -0.65 0.08 0.26
F -5.042 -0.776 0.091 -0.16 -0.11 0.37
F -3.187 -0.153 -0.761 0.58 -0.18 -0.14
C -3.431 -2.434 -0.088 0.25 -0.26 -0.56
F -3.920 -2.670 -1.326 0.05 0.26 -0.24
F -4.147 -3.203 0.741 0.01 0.18 0.56
C -1.960 -2.907 -0.109 1.17 -0.21 -0.60
F -1.436 -3.002 1.135 -0.45 0.21 0.34
F -2.017 -4.185 -0.580 -0.31 -0.21 0.09
C -1.030 -2.121 -1.018 -0.19 0.19 -0.44
C 0.245 -2.858 -1.450 0.59 0.57 -0.30
C 1.399 -2.700 -0.483 -1.10 -0.20 -1.08
C 1.495 -3.518 0.572 0.12 -0.96 1.43
C 2.561 -3.401 1.483 -0.76 -0.72 0.14
C 3.505 -2.483 1.263 1.45 0.43 0.90
C 3.454 -1.611 0.175 0.68 0.01 0.45
N 4.467 -0.705 0.015 -0.65 -0.05 -0.50
C 4.300 0.066 -1.018 0.82 0.42 0.19
C 3.204 0.005 -1.909 -0.78 0.13 -0.51
C 3.103 0.978 -3.054 0.73 0.09 -0.06
C 3.529 2.430 -2.694 -0.45 -0.24 0.14
C 2.493 3.447 -3.088 0.83 -0.78 0.43
C 2.534 4.107 -4.278 1.31 -0.34 -1.09
C 1.595 5.029 -4.597 -0.69 1.32 -1.43
C 0.583 5.340 -3.737 -0.37 0.41 -0.30
C 0.537 4.671 -2.552 -1.70 0.83 0.85
C 1.465 3.740 -2.234 0.14 -0.90 1.24
N 2.259 -0.884 -1.779 0.23 0.02 0.42
C 2.384 -1.720 -0.701 -0.31 0.55 -0.91
H -0.729 -1.173 -0.573 -0.20 -0.03 0.27
H -1.605 -1.850 -1.906 -0.01 -0.14 -0.04
H 0.102 -3.904 -1.707 -0.26 -0.06 0.22
H 0.573 -2.365 -2.364 -0.17 -0.06 -0.11
H 0.745 -4.272 0.760 -0.11 -0.06 -0.12
H 2.646 -4.029 2.357 -0.17 -0.20 -0.03
H 4.336 -2.417 1.952 0.12 0.23 -0.09
H 5.065 0.811 -1.210 0.08 -0.02 0.07
H 3.788 0.608 -3.823 -0.14 0.01 -0.16
H 2.102 0.955 -3.473 -0.11 -0.09 0.09
H 3.627 2.506 -1.611 0.23 0.00 0.02
H 4.490 2.663 -3.146 0.06 0.08 0.04
H 3.330 3.920 -4.988 0.10 -0.13 0.03
H 1.606 5.558 -5.541 0.30 -0.11 -0.15
H -0.156 6.083 -3.990 -0.08 0.08 -0.02
H -0.269 4.922 -1.874 0.05 -0.18 0.21
H 1.388 3.224 -1.284 0.08 -0.04 0.08
```
Forces are in eV/Å.

Here are the natural (NBO) charges for atoms 1 to 8, given in e: atom 1 (F): -0.298, atom 2 (C): 0.926, atom 3 (F): -0.292, atom 4 (F): -0.308, atom 5 (C): 0.552, atom 6 (F): -0.290, atom 7 (F): -0.294, atom 8 (C): 0.583